Model 1:
{"formula": "C4H22NO6", "method": "ωB97M-V/def2-TZVPD", "elements": ["O", "H", "H", "H", "N", "C", "H", "H", "H", "H", "H", "C", "O", "H", "H", "H", "O", "H", "H", "H", "H", "H", "H", "H", "O", "H", "C", "O", "H", "C", "H", "H", "O"], "xyz": [[-0.60736, -0.60144, -3.27414], [-1.28097, -0.14652, -3.79245], [2.27834, -2.71477, -2.15742], [2.63935, 0.99210, 3.03813], [-0.32540, 0.26780, 0.15041], [0.40586, -1.03017, 0.18613], [0.80359, 2.31045, 2.47751], [0.04954, 0.70257, -0.72534], [-3.05583, 1.23385, -1.35026], [1.46594, 1.15547, 4.09417], [-2.29026, -0.66469, -0.10204], [-1.82826, 0.29293, 0.20644], [2.26294, -1.89002, -1.65544], [-2.85284, 2.14749, 0.08119], [-0.01664, 0.84598, 0.95735], [0.26567, -3.06571, 0.70792], [0.01056, 2.43263, 1.90686], [0.23046, 1.67030, -2.62475], [0.45948, -1.32197, -0.84631], [-1.26335, -2.25264, 1.12842], [-0.13208, -1.05737, -3.98897], [1.31196, 0.73752, -2.46588], [3.15553, -1.57131, -1.82653], [-2.18856, 0.34733, 1.22760], [0.14645, -1.96790, 2.41251], [-1.51456, 1.88027, -1.27285], [-2.29196, 1.52839, -0.60619], [1.70526, 0.84700, 3.20461], [1.01160, -2.03431, 2.83342], [-0.19858, -2.12129, 1.05904], [1.45012, -0.90047, 0.50689], [-0.75287, 2.44628, 2.50503], [0.94686, 1.50222, -1.99504]], "nbo_charge": [-0.958, 0.479, 0.484, 0.492, -0.573, -0.254, 0.502, 0.467, 0.228, 0.494, 0.223, -0.228, -0.957, 0.242, 0.471, 0.185, -0.967, 0.482, 0.242, 0.203, 0.484, 0.491, 0.482, 0.219, -0.766, 0.215, -0.637, -0.961, 0.501, -0.074, 0.228, 0.480, -0.919], "lumo_ev": -2.65, "mol_weight_g_mol": 180.22, "charge": 1, "homo_ha": -0.488}

Model 2:
{"formula": "C4H22NO6", "method": "ωB97M-V/def2-TZVPD", "elements": ["H", "H", "N", "H", "O", "H", "H", "O", "H", "C", "H", "H", "O", "H", "H", "O", "H", "C", "H", "H", "H", "H", "C", "H", "H", "O", "H", "H", "C", "H", "H", "H", "O"], "xyz": [[1.47729, -0.66047, -3.01864], [-1.73575, -1.01799, 1.72574], [0.08351, -1.21137, -1.52715], [-0.03604, -0.83425, -0.58049], [-0.81166, 2.96222, 2.11435], [2.42169, -2.12379, 1.37715], [0.25119, 2.41752, 0.32966], [-1.32030, -0.13412, 1.85094], [3.51685, -0.34869, -1.39683], [2.58654, -0.89450, -1.12369], [-0.78684, -0.85474, -1.94167], [-1.12630, 3.85453, 2.30056], [-2.37610, 0.23238, -0.56505], [-2.94392, -2.52594, 3.17245], [-0.01365, 2.97084, 2.65726], [0.37577, 1.49475, 0.08321], [-0.97632, 1.33875, -4.12671], [2.53225, -1.03646, 1.40866], [1.05785, 0.56493, -1.80642], [-3.04435, -0.23383, -0.06626], [-0.32451, 2.15808, -2.99084], [2.59346, -0.63241, 2.40481], [2.56596, -0.34270, 0.27334], [2.59645, -2.01471, -1.09328], [-1.42846, 0.15446, 2.75944], [-0.61657, 1.28294, -3.23852], [2.61064, 0.73807, 0.26664], [-2.15921, 1.10629, -0.25780], [1.32998, -0.48792, -1.95187], [-0.28057, 0.98274, 0.59828], [0.08801, -2.23002, -1.59603], [-3.02680, -2.63798, 1.60150], [-3.08009, -2.03660, 2.35728]], "nbo_charge": [0.221, 0.497, -0.698, 0.461, -0.953, 0.184, 0.501, -1.000, 0.267, -0.470, 0.477, 0.482, -0.985, 0.499, 0.477, -1.013, 0.488, -0.394, 0.269, 0.490, 0.487, 0.214, -0.183, 0.207, 0.492, -0.969, 0.216, 0.502, -0.225, 0.506, 0.428, 0.480, -0.953], "lumo_ev": -2.80, "mol_weight_g_mol": 180.22, "charge": 1, "homo_ha": -0.460}

Which structure wins on stability? model 1 wins.

Model 1:
{"formula": "CH4IN3", "method": "ωB97M-V/def2-TZVPD", "elements": ["C", "H", "H", "N", "H", "I", "H", "N", "N"], "xyz": [[1.18418, -0.91686, -0.66070], [2.11092, -0.41022, -0.32100], [-1.94892, 0.28486, 0.60413], [-0.00929, -0.28789, -0.22396], [1.29706, -1.28851, -1.63581], [-2.46715, 2.75593, 0.92602], [1.19501, -1.89108, -0.08788], [-1.38376, 0.98935, 0.96651], [0.02193, 0.76440, 0.43270]], "nbo_charge": [-0.464, 0.198, 0.355, -0.207, 0.229, 0.288, 0.222, -0.649, 0.027], "lumo_ev": -0.38, "mol_weight_g_mol": 184.97, "smiles": "C/N=N/NI", "homo_ha": -0.329}

Model 2:
{"formula": "CH4IN3", "method": "ωB97M-V/def2-TZVPD", "elements": ["C", "H", "N", "H", "I", "H", "N", "N", "H"], "xyz": [[-1.43436, 0.24489, 0.32848], [-0.19529, -1.44233, -0.14167], [-0.20170, -0.42756, -0.02535], [-2.29029, -0.25330, -0.12045], [3.85771, 0.63575, -0.63535], [-1.55532, 0.27516, 1.41352], [0.81604, 0.29870, -0.12342], [2.36891, -0.60367, -0.66244], [-1.36569, 1.27235, -0.03333]], "nbo_charge": [-0.437, 0.384, -0.266, 0.215, 0.314, 0.219, 0.047, -0.715, 0.239], "lumo_ev": [-0.26, -0.26], "mol_weight_g_mol": 184.97, "homo_ha": [-0.269, -0.269]}

Which structure wins on stability? model 1 wins.